[1]
{
  "formula": "C24H20ClNPPdS",
  "method": "the ωB97M-V functional and the def2-TZVPD basis",
  "spin_multiplicity": 5,
  "energy_ha": -2308.50921,
  "homo_ev": [-10.91, -11.89],
  "total_charge": 1,
  "lumo_energy_ev": [-2.1, -6.1],
  "orbital_gap_ev": [8.847, 5.793],
  "symbols": ["Pd", "Cl", "S", "P", "N", "C", "C", "C", "C", "C", "C", "C", "C", "C", "C", "C", "C", "C", "C", "C", "C", "C", "C", "C", "C", "C", "C", "C", "C", "H", "H", "H", "H", "H", "H", "H", "H", "H", "H", "H", "H", "H", "H", "H", "H", "H", "H", "H", "H"],
  "xyz": [[-2.0709, -1.4634, 2.4886], [-2.2240, -1.8453, -0.1396], [-4.4911, -4.8956, 5.7808], [0.2038, -0.0854, -0.5247], [-3.5779, -3.9729, 3.2666], [1.3533, -3.2624, -2.7930], [-0.2682, 1.4976, -1.3352], [-3.2326, -0.7833, 3.9825], [-2.0593, 2.6940, -2.4546], [-3.4175, 0.0490, 2.8253], [1.5156, -2.7519, -4.0894], [0.5829, 2.6023, -1.5157], [3.0693, 1.4415, 1.9699], [4.2858, 1.2078, 1.3105], [0.9271, -2.4283, -1.7602], [-2.1332, 0.5976, 2.5046], [4.2833, 0.5677, 0.0666], [1.2561, -1.3998, -4.3373], [-1.2054, 3.7887, -2.6568], [0.8433, -0.5495, -3.3031], [0.1105, 3.7378, -2.1838], [-1.8665, -0.7345, 4.3975], [-1.6038, 1.5610, -1.7780], [1.8633, 1.0510, 1.3874], [-1.1962, 0.1309, 3.4762], [3.0797, 0.1499, -0.5173], [-3.9747, -4.3467, 4.3360], [1.8603, 0.4061, 0.1304], [0.7100, -1.0576, -2.0011], [-2.2603, 0.7070, -1.5846], [3.0969, -0.3636, -1.4813], [0.9154, 1.2556, 1.8947], [0.7807, 4.5867, -2.3356], [-1.3733, -1.2201, 5.2555], [1.6111, 2.5787, -1.1474], [0.6370, 0.5024, -3.5136], [-1.5676, 4.6800, -3.1785], [-0.1501, 0.4240, 3.4691], [1.5563, -4.3146, -2.5863], [-4.0022, -1.4376, 4.3495], [-1.8966, 1.2011, 1.6424], [1.3749, -0.9980, -5.3460], [5.2238, 0.3882, -0.4580], [1.8351, -3.4111, -4.9025], [5.2287, 1.5227, 1.7682], [0.7293, -2.8240, -0.7613], [-3.0841, 2.7255, -2.8284], [-4.3421, 0.1560, 2.2660], [3.0641, 1.9345, 2.9448]]
}

=====

[2]
{
  "formula": "C24H20F2HfIN2O5",
  "method": "the ωB97M-V functional and the def2-TZVPD basis",
  "e_above_lowest_ev": 0.6204,
  "spin_multiplicity": 1,
  "energy_ha": -1957.94287,
  "homo_ev": -5.01,
  "total_charge": -1,
  "lumo_energy_ev": 2.6,
  "orbital_gap_ev": 7.570,
  "symbols": ["Hf", "I", "F", "F", "O", "O", "O", "O", "O", "N", "N", "C", "C", "C", "C", "C", "C", "C", "C", "C", "C", "C", "C", "C", "C", "C", "C", "C", "C", "C", "C", "C", "C", "C", "C", "H", "H", "H", "H", "H", "H", "H", "H", "H", "H", "H", "H", "H", "H", "H", "H", "H", "H", "H", "H"],
  "xyz": [[0.3673, 0.0607, -0.8761], [0.4776, -3.5878, -0.1845], [-0.7207, 0.0388, -3.4907], [1.4610, -0.0352, -3.8969], [2.3824, -0.5298, -0.5406], [-1.3432, -0.6919, 0.1396], [0.9265, 2.1539, -0.4882], [-1.4999, 1.4424, -1.3367], [3.5244, -2.0403, 3.2593], [1.9455, -0.6195, 1.7147], [0.9751, 0.2810, 1.2925], [-4.5349, -2.3280, -0.0911], [-1.0344, 4.8589, 0.8848], [-0.2064, 2.3085, 1.6144], [0.5268, 0.6580, -3.1197], [-3.2141, -2.1038, 0.2156], [-2.7223, 1.3061, -1.2861], [-0.2050, 4.1537, 0.0444], [4.1697, -2.3560, 2.1207], [-4.7063, -0.1957, -1.1549], [0.1979, 2.8367, 0.3529], [-5.3057, -1.3755, -0.7823], [-2.5863, -0.9038, -0.1819], [-1.4754, 4.3167, 2.1046], [0.4391, 1.0906, 2.1144], [-3.3509, 0.0492, -0.8804], [4.5492, -2.2245, -0.2600], [-3.5579, 2.5026, -1.6451], [-1.0306, 3.0633, 2.4605], [0.2786, -2.0898, -1.7773], [5.9847, -3.5668, 1.1021], [5.6350, -3.0742, -0.1546], [5.2645, -3.2159, 2.2277], [2.6489, -0.9588, 0.6628], [3.8059, -1.8518, 0.8591], [-2.9134, 3.3763, -1.6841], [-0.6688, -2.3796, -2.2356], [-6.3431, -1.5698, -1.0165], [0.4946, 1.6454, -3.5847], [1.0802, -2.3834, -2.4545], [-4.3638, 2.6540, -0.9262], [-4.9897, -3.2661, 0.2080], [-1.3526, 5.8562, 0.6002], [5.5257, -3.5909, 3.2085], [-2.1251, 4.8793, 2.7611], [0.1318, 4.5646, -0.8989], [2.8216, -1.3860, 3.0194], [-5.2812, 0.5528, -1.6867], [0.5944, 0.9503, 3.1844], [4.2342, -1.8335, -1.2183], [-2.6106, -2.8318, 0.7409], [-1.3127, 2.6378, 3.4183], [6.1943, -3.3568, -1.0358], [-4.0133, 2.3457, -2.6269], [6.8310, -4.2367, 1.2049]]
}

=====

[3]
{
  "formula": "C24H20F2N2OS",
  "method": "the ωB97M-V functional and the def2-TZVPD basis",
  "spin_multiplicity": 1,
  "energy_ha": -1709.27977,
  "homo_ev": -7.78,
  "total_charge": 0,
  "lumo_energy_ev": 0.6,
  "smiles": "O=C(CSc1cn(Cc2cccc(F)c2)c2ccccc12)NCc1ccc(F)cc1",
  "orbital_gap_ev": 8.345,
  "symbols": ["S", "F", "F", "O", "N", "N", "C", "C", "C", "C", "C", "C", "C", "C", "C", "C", "C", "C", "C", "C", "C", "C", "C", "C", "C", "C", "C", "C", "C", "C", "H", "H", "H", "H", "H", "H", "H", "H", "H", "H", "H", "H", "H", "H", "H", "H", "H", "H", "H", "H"],
  "xyz": [[-1.6133, 3.1312, -1.2544], [2.8818, -2.1204, 0.9729], [-4.6757, -0.9111, 3.3269], [0.7293, 1.9114, -4.0897], [-0.3283, 0.1704, 0.9782], [1.2509, 3.0154, -2.1865], [-0.5925, 1.4758, 0.6853], [3.1151, 1.3582, 0.0407], [-1.4589, -0.2709, -2.3799], [2.6223, 2.5524, -2.1233], [-0.8466, -2.3267, 3.5588], [-1.0202, 3.1012, -2.9808], [-0.9122, -2.4685, -1.5281], [2.7292, 1.2995, -1.2913], [-1.0956, -1.1302, 2.8999], [0.4006, 2.5914, -3.1422], [-3.4144, -1.3807, 3.4043], [-0.5452, -1.9603, -0.3019], [2.8390, -0.9959, 0.2195], [-0.6317, -0.5854, -0.1214], [-1.0560, 1.5907, -0.5970], [-1.3609, -1.6323, -2.5531], [0.0353, -0.3520, 2.2672], [-3.1814, -2.5720, 4.0670], [3.1760, 0.2085, 0.8077], [-1.0941, 0.2745, -1.1497], [-1.8813, -3.0396, 4.1399], [2.3877, 0.0741, -1.8527], [-2.3961, -0.6510, 2.8218], [2.4430, -1.0845, -1.1016], [-1.0723, 4.1416, -3.3081], [0.1638, -2.7040, 3.6160], [-1.8157, 0.3518, -3.1839], [3.3788, 2.3074, 0.4841], [-0.2031, -2.6059, 0.4924], [-0.8568, -3.5329, -1.7020], [0.3073, 0.4922, 2.9093], [2.0701, 0.0336, -2.8831], [-0.4478, 2.2502, 1.4143], [-2.6247, 0.2715, 2.3104], [-1.6413, -2.0681, -3.5002], [0.8650, 3.4710, -1.3716], [0.9091, -1.0024, 2.1694], [-4.0039, -3.1117, 4.5081], [2.1824, -2.0411, -1.5241], [2.9293, 2.3436, -3.1514], [3.4825, 0.2376, 1.8419], [3.2416, 3.3514, -1.7095], [-1.6749, -3.9685, 4.6489], [-1.6953, 2.5097, -3.5975]]
}

=====

[4]
{
  "formula": "C24H20FN5O2Re",
  "method": "the ωB97M-V functional and the def2-TZVPD basis",
  "e_above_lowest_ev": 0.4579,
  "spin_multiplicity": 4,
  "energy_ha": -1528.37891,
  "homo_ev": [-14.34, -14.66],
  "total_charge": 2,
  "lumo_energy_ev": [-7.4, -8.1],
  "orbital_gap_ev": [6.932, 6.593],
  "symbols": ["Re", "F", "O", "O", "N", "N", "N", "N", "N", "C", "C", "C", "C", "C", "C", "C", "C", "C", "C", "C", "C", "C", "C", "C", "C", "C", "C", "C", "C", "C", "C", "C", "C", "H", "H", "H", "H", "H", "H", "H", "H", "H", "H", "H", "H", "H", "H", "H", "H", "H", "H", "H", "H"],
  "xyz": [[0.3684, -0.1341, 0.2117], [2.2441, -5.8805, -0.4773], [4.0964, 0.9513, -1.0104], [-4.2171, 1.6621, 2.3846], [-5.8848, 0.5881, 1.2552], [-1.5337, -0.1290, -0.5852], [1.8233, 0.3648, -1.0106], [0.1289, 2.0146, -0.1895], [1.9886, -0.2105, 1.4228], [-3.6941, 0.7290, 0.2134], [1.0603, -4.3249, 0.8174], [0.6527, -2.1265, -0.1854], [0.1932, 3.5475, -2.0683], [-0.6817, 4.4095, -1.4255], [-0.5979, 2.9054, 0.5030], [3.1444, -0.9550, 3.3659], [1.9850, -0.5184, 2.7303], [-0.9657, 4.1144, -0.0421], [-4.1409, 0.8044, -1.1101], [-4.6126, 1.0348, 1.3684], [1.4402, 1.2870, -2.0794], [3.1140, 0.3667, -0.5475], [0.6256, 2.3630, -1.4597], [1.6290, -4.6669, -0.4067], [3.1945, -0.2534, 0.7692], [-3.2781, 0.3491, -2.1396], [-2.3647, 0.2952, 0.4477], [0.9897, -2.6070, -1.3898], [1.4971, -3.9092, -1.5556], [0.6213, -3.0133, 0.9629], [4.3962, -0.6558, 1.3446], [-2.0390, -0.1542, -1.8394], [4.3259, -1.1424, 2.6563], [-1.4712, 4.8810, 0.5897], [-2.0911, 0.0993, 1.4914], [-1.4418, -0.7253, -2.5368], [-3.6149, 0.2663, -3.1721], [-6.4188, 0.7333, 2.0947], [2.3646, 1.7349, -2.5319], [0.1310, -2.6933, 1.9078], [-0.7165, 2.6636, 1.5702], [0.6052, 3.6904, -3.0830], [1.0042, 0.7218, -2.9213], [1.8587, -4.2242, -2.5133], [5.2979, -0.5308, 0.7781], [-6.1181, -0.0963, 0.5649], [1.0289, -0.5306, 3.2185], [-5.1183, 1.2429, -1.4377], [0.9217, -1.9035, -2.2746], [3.0808, -1.2968, 4.3841], [5.2500, -1.4805, 3.1801], [-1.0713, 5.3121, -1.9194], [1.0100, -4.9701, 1.6795]]
}